Formula: CH22Ni2O14
Source: the Open Molecules 2025 dataset
Level of theory: ωB97M-V/def2-TZVPD

Each line ends with the natural charge from an NBO analysis.
CARTESIAN COORDINATES (ANGSTROEM)
Ni  0.36  0.17  2.76  1.707
Ni  -0.45  -0.57  -2.87  1.604
C  0.06  0.00  -0.41  0.971
O  -0.93  0.45  -1.02  -0.860
O  0.39  0.27  0.72  -0.883
O  0.67  -0.78  -1.13  -0.825
O  -2.02  -2.02  -2.38  -0.992
H  -1.96  -2.32  -1.47  0.513
H  -2.66  -2.60  -2.78  0.530
O  -3.48  1.66  -1.46  -0.929
H  -2.87  1.04  -1.06  0.459
H  -4.02  1.97  -0.73  0.469
O  2.20  2.30  -0.64  -0.916
H  1.53  2.33  -1.32  0.463
H  1.86  1.70  0.01  0.455
O  2.03  -1.17  2.78  -1.020
H  2.81  -1.41  3.28  0.538
H  2.01  -1.80  2.05  0.541
O  -1.20  1.60  2.60  -1.006
H  -1.52  2.04  1.81  0.533
H  -1.48  2.16  3.32  0.526
O  1.57  -2.97  0.51  -0.989
H  1.39  -2.23  -0.07  0.488
H  1.16  -3.72  0.08  0.499
O  3.47  -0.74  -0.85  -0.931
H  2.53  -0.57  -0.78  0.460
H  3.62  -1.47  -0.25  0.462
O  0.47  -2.32  -3.53  -0.984
H  1.41  -2.46  -3.68  0.533
H  0.04  -2.78  -4.25  0.519
O  -1.52  3.20  -0.16  -0.906
H  -1.31  2.27  -0.08  0.453
H  -2.36  3.29  0.29  0.463
O  -2.97  -0.20  0.82  -0.933
H  -2.65  -0.45  1.69  0.460
H  -2.20  -0.22  0.26  0.462
O  1.74  1.82  2.67  -0.997
H  1.58  2.74  2.46  0.536
H  2.69  1.77  2.82  0.529

Output
Spin multiplicity: 5
E_tot in hartree: -4120.67444
⟨S²⟩: 6.0067
Net charge: +2
E_LUMO (spin up / spin down) in eV: -7.8 / -9.5